Version w
ORCA calculation (wB97M-V/def2-TZVPD) on an isolated molecule of C2H5ClNOP.

The geometry in XYZ format:
```
11
C2H5ClNOP (wB97M-V/def2-TZVPD)
Cl -2.510 -0.256 -0.054
C -0.822 -0.047 0.584
C 0.172 -1.085 -0.159
O 1.053 -0.355 -0.959
N 1.473 0.899 -0.463
P -0.135 1.688 0.238
H -0.643 -0.178 1.659
H 0.608 -1.572 0.680
H -0.317 -1.768 -0.908
H 2.075 0.690 0.322
H -0.953 1.983 -0.939
```

Results
- LUMO energy (eV) = 0.62
- Kohn-Sham gap (eV) = 10.31
- HOMO (eV) = -9.684

Atomic partial charges in e from the natural (NBO) method, atoms 1 to 5: number 1, Cl, carries -0.044; number 2, C, carries -0.521; number 3, C, carries -0.087; number 4, O, carries -0.397; number 5, N, carries -0.511



Version x
ORCA calculation (wB97M-V/def2-TZVPD) on a 2-piece molecular cluster, C2H5ClNOP overall.

The geometry in XYZ format:
```
11
C2H5ClNOP (wB97M-V/def2-TZVPD)
C -1.217 1.761 -0.090
C -0.267 0.600 -0.480
N 2.141 -1.595 0.430
O -2.100 1.639 0.718
P -0.755 -0.987 0.602
Cl -1.229 -2.356 -0.675
H -0.973 2.730 -0.386
H -0.413 0.497 -1.554
H 0.835 0.748 -0.331
H 1.839 -2.396 0.986
H 2.139 -0.643 0.779
```

Results
- LUMO energy (alpha / beta) (eV) = -1.75 / -1.75
- Kohn-Sham gap (alpha / beta) (eV) = 6.59 / 6.59
- HOMO (alpha / beta) (eV) = -8.336 / -8.333

Atomic partial charges in e from the natural (NBO) method, atoms 1 to 5: number 1, C, carries 0.430; number 2, C, carries -0.829; number 3, N, carries -0.962; number 4, O, carries -0.508; number 5, P, carries 0.769



It turns out version w is the most stable, with the second structure 122.8 kJ/mol higher.



Version w
ORCA calculation (wB97M-V/def2-TZVPD) on a 2-piece molecular cluster, C6H16O overall.

The geometry in XYZ format:
```
23
C6H16O (wB97M-V/def2-TZVPD)
C -1.468 0.301 -1.504
C -0.156 -0.472 -1.593
C 0.971 0.219 -0.807
C 0.782 0.352 0.692
C 0.535 -1.000 1.416
C 1.536 -2.072 0.973
H -1.531 1.075 -2.273
H -2.331 -0.360 -1.671
H -1.680 0.763 -0.545
H -0.305 -1.497 -1.260
H 0.181 -0.445 -2.624
H 1.907 -0.304 -1.038
H 1.111 1.211 -1.244
H -0.047 1.017 0.920
H 1.693 0.778 1.136
H 0.616 -0.844 2.483
H -0.450 -1.284 1.045
H 2.551 -1.678 0.867
H 1.248 -2.532 0.029
H 1.576 -2.870 1.721
O -2.478 3.456 0.848
H -2.697 3.019 1.680
H -1.563 3.167 0.749
```

Results
- LUMO energy (eV) = 0.78
- Kohn-Sham gap (eV) = 11.63
- HOMO (eV) = -10.844

Atomic partial charges in e from the natural (NBO) method, atoms 1 to 5: number 1, C, carries -0.618; number 2, C, carries -0.405; number 3, C, carries -0.399; number 4, C, carries -0.389; number 5, C, carries -0.401



Version x
ORCA calculation (wB97M-V/def2-TZVPD) on a 2-piece molecular cluster, C6H16O overall.

The geometry in XYZ format:
```
23
C6H16O (wB97M-V/def2-TZVPD)
C -0.876 2.848 -0.952
C -1.109 2.244 0.410
C -0.781 0.740 0.443
O -2.460 2.497 0.764
H -1.108 3.915 -0.944
H -1.439 2.430 -1.793
H 0.158 2.767 -1.306
H -0.401 2.709 1.110
H 0.272 0.634 0.184
H -1.433 0.259 -0.284
H -0.960 0.331 1.440
H -2.583 2.124 1.637
C -0.122 -2.393 -0.078
C 1.264 -2.148 0.555
C 2.340 -1.893 -0.468
H -0.315 -1.643 -0.846
H -0.938 -2.388 0.641
H -0.073 -3.351 -0.605
H 1.469 -3.042 1.151
H 1.174 -1.297 1.231
H 3.286 -1.655 0.027
H 2.562 -2.658 -1.216
H 2.073 -1.032 -1.100
```

Results
- LUMO energy (eV) = 0.87
- Kohn-Sham gap (eV) = 11.06
- HOMO (eV) = -10.192

Atomic partial charges in e from the natural (NBO) method, atoms 1 to 5: number 1, C, carries -0.630; number 2, C, carries 0.096; number 3, C, carries -0.629; number 4, O, carries -0.714; number 5, H, carries 0.219



Version y
ORCA calculation (wB97M-V/def2-TZVPD) on a 2-piece molecular cluster, C6H16O overall.

The geometry in XYZ format:
```
23
C6H16O (wB97M-V/def2-TZVPD)
C -0.577 1.853 0.341
C 0.677 1.302 -0.305
C 1.160 0.058 0.366
C 2.445 -0.227 -0.356
C 3.198 -1.345 0.097
H -1.427 1.193 0.157
H -0.517 2.085 1.500
H -1.068 2.668 -0.133
H 1.426 2.013 -0.343
H 0.318 0.940 -1.241
H 1.270 0.042 1.397
H 0.361 -0.714 0.189
H 3.293 0.571 -0.250
H 2.072 -0.456 -1.321
H 2.384 -2.140 0.703
H 3.787 -1.780 -0.812
H 3.864 -0.868 1.082
C -3.570 -1.276 0.143
O -2.707 -0.172 -0.251
H -3.932 -0.906 1.029
H -4.284 -1.334 -0.601
H -3.012 -2.228 0.324
H -2.872 0.089 -1.386
```

Results
- LUMO energy (eV) = 0.54
- Kohn-Sham gap (eV) = 10.91
- HOMO (eV) = -10.373

Atomic partial charges in e from the natural (NBO) method, atoms 1 to 5: number 1, C, carries -0.632; number 2, C, carries -0.394; number 3, C, carries -0.390; number 4, C, carries -0.436; number 5, C, carries -0.572



It turns out version w is the most stable, with the second structure 16.1 kJ/mol higher.



Version w
ORCA calculation (wB97M-V/def2-TZVPD) on a 2-piece molecular cluster, C6H16NO overall.

The geometry in XYZ format:
```
24
C6H16NO (wB97M-V/def2-TZVPD)
C -1.572 -1.808 0.185
O -2.693 -0.987 0.566
C -0.311 -1.164 0.598
C 0.107 0.105 0.116
C 1.438 -0.074 -0.770
C 2.751 -0.229 0.013
C 3.386 1.133 0.292
N -2.590 2.259 -0.865
H -1.710 -1.917 -0.894
H -1.686 -2.781 0.655
H -2.428 -0.263 1.108
H 0.221 -1.499 1.489
H 0.486 0.765 0.904
H -0.641 0.593 -0.513
H 1.443 0.881 -1.299
H 1.286 -0.787 -1.580
H 2.551 -0.718 0.970
H 3.401 -0.889 -0.557
H 2.946 1.610 1.176
H 4.446 1.111 0.510
H 3.193 1.823 -0.528
H -2.616 3.256 -0.687
H -3.062 2.036 -1.728
H -2.848 1.784 -0.018
```

Results
- LUMO energy (eV) = -7.08
- Kohn-Sham gap (eV) = 6.13
- net charge = +1
- HOMO (eV) = -13.208

Atomic partial charges in e from the natural (NBO) method, atoms 1 to 5: number 1, C, carries -0.205; number 2, O, carries -0.629; number 3, C, carries 0.387; number 4, C, carries -0.578; number 5, C, carries -0.315



Version x
ORCA calculation (wB97M-V/def2-TZVPD) on an isolated ion of composition C6H16NO and charge +1.

The geometry in XYZ format:
```
24
C6H16NO (wB97M-V/def2-TZVPD)
N -2.002 2.699 1.047
C -1.701 1.439 0.267
C -0.201 1.387 0.017
C 0.140 0.347 -1.067
C 1.592 -0.116 -1.037
C 1.885 -1.454 -0.304
C 0.749 -2.459 -0.233
O -0.034 -2.327 0.940
H -1.769 3.503 0.465
H -1.450 2.683 1.903
H -2.987 2.879 1.285
H -2.224 1.507 -0.681
H -2.058 0.555 0.788
H 0.319 1.114 0.940
H 0.169 2.340 -0.339
H -0.167 0.694 -2.047
H -0.525 -0.497 -0.855
H 2.195 0.656 -0.543
H 2.008 -0.124 -2.044
H 2.645 -1.906 -0.935
H 2.385 -1.371 0.659
H 1.093 -3.481 -0.433
H 0.077 -2.321 -1.090
H 0.327 -1.605 1.471
```

Results
- LUMO energy (eV) = -3.82
- Kohn-Sham gap (eV) = 9.14
- net charge = +1
- HOMO (eV) = -12.963

Atomic partial charges in e from the natural (NBO) method, atoms 1 to 5: number 1, N, carries -0.667; number 2, C, carries -0.223; number 3, C, carries -0.425; number 4, C, carries -0.404; number 5, C, carries -0.406



It turns out version x is the most stable, with the second structure 246.8 kJ/mol higher.